DFT (ωB97M-V/def2-TZVPD) results for a structure of composition C12H16BO2PdS3.

```
35
Properties=species:S:1:pos:R:3:lowdin_spin:R:1
Pd -0.25 -1.29 0.28 0.622
S -2.14 0.05 0.05 0.083
S -0.04 -1.16 -2.26 0.174
S 1.89 -2.30 -0.05 0.810
O -0.37 1.48 1.55 0.003
O 0.81 1.35 -0.43 0.006
C 1.27 4.77 1.79 0.001
C 0.37 2.64 1.38 0.002
C 0.21 -2.96 -2.21 0.009
C -2.66 -0.98 -1.37 0.010
C 1.91 3.58 -0.23 0.000
C -1.79 -0.88 -2.60 0.015
C -0.88 -1.61 2.67 0.015
C 1.08 2.57 0.20 0.000
C 1.60 -3.16 -1.61 0.087
C 1.99 4.69 0.60 0.000
C -0.46 -2.84 2.30 0.094
C 0.44 3.74 2.22 0.000
B -0.06 0.75 0.43 0.013
H -2.75 -2.02 -1.05 0.001
H 1.80 -4.22 -1.41 0.022
H -1.92 -1.32 2.57 -0.001
H 2.39 -2.82 -2.29 0.017
H 2.62 5.52 0.31 0.000
H -2.11 -1.56 -3.39 0.005
H -0.12 3.79 3.14 0.000
H -1.15 -3.57 1.89 0.004
H 0.18 -3.38 -3.21 0.003
H -0.55 -3.45 -1.59 0.001
H 1.36 5.65 2.41 0.000
H 2.46 3.51 -1.16 0.000
H -3.67 -0.64 -1.60 0.001
H -1.81 0.14 -3.01 0.001
H -0.22 -0.92 3.17 -0.001
H 0.55 -3.17 2.51 0.006
```

Values from the calculation:
net charge	+1
lowest unoccupied orbital energy (alpha / beta)	-3.3 / -6.3	eV
energy above the lowest of the compared OMol25 structures with the same formula, charge and spin	176.36	kJ/mol
spin multiplicity	3
HOMO level (alpha / beta)	-11.2 / -11.4	eV
E	-53455.025	eV
HOMO-LUMO gap (alpha / beta)	7.9 / 5.1	eV
molar mass	405.7	g mol⁻¹



DFT (ωB97M-V/def2-TZVPD) results for the molecule C12H16BrN5.

```
34
Properties=species:S:1:pos:R:3:nbo_charge:R:1
Br -4.80 1.28 -2.88 0.066
N 1.93 -1.14 1.53 -0.576
N 0.33 -0.91 -0.31 -0.476
N 2.40 -2.02 -0.62 -0.652
N 3.77 -2.31 1.11 -0.786
N 1.10 -2.00 -2.30 -0.796
C 2.61 -1.81 0.70 0.550
C -0.19 3.05 2.21 -0.604
C -3.21 0.47 -2.19 -0.085
C 0.67 -0.52 1.07 0.128
C -3.30 -0.32 -1.02 -0.227
C -0.86 -0.48 -0.94 0.216
C -0.32 1.53 2.18 -0.392
C -0.80 0.31 -2.09 -0.248
C 1.29 -1.57 -1.05 0.648
C -1.95 0.74 -2.75 -0.219
C -2.13 -0.74 -0.38 -0.235
C 0.82 0.99 1.27 -0.414
H -2.21 -1.31 0.54 0.229
H 4.48 -2.39 0.36 0.389
H 0.15 -2.11 -2.59 0.387
H 0.71 1.52 0.29 0.192
H 1.75 -2.75 -2.43 0.416
H -1.84 1.35 -3.61 0.230
H -0.15 -0.88 1.66 0.170
H -0.20 1.09 3.17 0.201
H 4.06 -1.99 1.99 0.388
H -4.26 -0.54 -0.58 0.232
H -1.32 1.23 1.84 0.194
H -0.99 3.48 2.81 0.208
H -0.31 3.44 1.19 0.200
H 0.17 0.65 -2.46 0.236
H 0.80 3.36 2.59 0.205
H 1.77 1.30 1.67 0.228
```

Values from the calculation:
net charge	0
lowest unoccupied orbital energy	0.6	eV
energy above the lowest of the compared OMol25 structures with the same formula, charge and spin	38.23	kJ/mol
SMILES string	CCC[C@@H]1N=C(N)N=C(N)N1c1ccc(Br)cc1
spin multiplicity	1
HOMO level	-8.1	eV
E	-90196.852	eV
HOMO-LUMO gap	8.7	eV
molar mass	310.2	g mol⁻¹



DFT (ωB97M-V/def2-TZVPD) results for a structure of composition C12H16F3IrN5OTe.

```
39
Properties=species:S:1:pos:R:3:lowdin_spin:R:1
Ir 0.88 -0.71 -0.41 2.246
Te 3.14 -2.08 -0.42 0.864
F -0.59 1.73 -0.28 0.055
F -0.37 1.03 -2.33 0.049
F 1.22 2.15 -1.39 0.039
O 0.46 -0.31 1.85 0.115
N -1.96 -3.55 -2.23 0.004
N -2.44 -3.14 -1.08 0.007
N -1.68 -2.33 -0.41 0.013
N -0.62 -2.17 -1.18 0.108
N -3.62 -3.60 -0.59 0.002
C 0.04 -2.17 3.18 0.002
C 5.85 -1.17 -1.38 0.045
C -0.96 -0.22 2.13 0.010
C 1.04 -1.05 2.94 0.015
C 6.78 -0.33 -1.96 -0.003
C 4.51 -0.77 -1.30 0.096
C -1.30 -1.43 3.03 0.001
C -0.79 -2.93 -2.27 0.017
C 0.31 1.20 -1.16 0.171
C 5.05 1.30 -2.39 -0.002
C 4.11 0.47 -1.81 0.051
C 6.38 0.90 -2.47 0.054
H 3.07 0.78 -1.73 0.013
H 7.81 -0.63 -2.02 -0.001
H -1.66 -1.09 4.00 0.000
H -4.14 -4.07 -1.31 0.000
H -2.07 -2.06 2.58 0.000
H -1.15 0.72 2.64 0.002
H -1.49 -0.22 1.19 0.004
H -4.14 -2.90 -0.08 0.000
H 1.10 -0.39 3.81 0.002
H 0.17 -2.65 4.14 0.000
H 6.15 -2.13 -0.99 0.003
H 2.04 -1.37 2.65 0.012
H 7.10 1.56 -2.93 0.003
H -0.10 -3.02 -3.09 0.002
H 0.15 -2.93 2.40 0.001
H 4.74 2.26 -2.78 -0.001
```

Values from the calculation:
net charge	+1
lowest unoccupied orbital energy (alpha / beta)	-2.5 / -5.7	eV
energy above the lowest of the compared OMol25 structures with the same formula, charge and spin	6.57	kJ/mol
spin multiplicity	5
HOMO level (alpha / beta)	-11.4 / -12.5	eV
E	-40475.017	eV
HOMO-LUMO gap (alpha / beta)	9.0 / 6.8	eV
molar mass	623.1	g mol⁻¹



DFT (ωB97M-V/def2-TZVPD) results for a cluster of 2 separate species, C12H16N2 in total.

```
30
Properties=species:S:1:pos:R:3:nbo_charge:R:1
N -0.13 0.07 3.29 -0.507
N 0.03 1.93 1.98 -0.450
C -1.58 -1.95 -0.19 -0.219
C 1.90 1.09 0.43 -0.433
C -0.69 1.31 2.99 0.127
C 0.23 -0.16 -3.71 -0.636
C -1.76 -0.78 -2.31 -0.198
C 0.38 -1.29 -1.49 -0.216
C 0.98 0.97 1.55 0.088
C -0.14 -1.82 -0.35 -0.216
C -0.45 -0.80 -2.63 -0.034
C 0.89 -0.14 2.46 -0.118
C -2.35 -1.36 -1.14 -0.207
C 1.86 2.40 -0.41 -0.604
H 2.43 2.35 -1.27 0.205
H 0.15 0.91 -3.72 0.232
H -0.16 -0.70 -4.68 0.229
H 2.95 0.80 0.84 0.211
H 0.79 2.58 -0.62 0.220
H 1.44 -1.43 -1.85 0.205
H -1.46 1.70 3.55 0.195
H 0.47 -2.28 0.41 0.213
H -1.97 -2.46 0.70 0.215
H 2.14 3.25 0.26 0.212
H -2.50 -0.21 -2.89 0.199
H 1.27 -0.35 -3.38 0.216
H -3.46 -1.40 -1.23 0.214
H 1.69 0.13 -0.36 0.225
H -0.31 -0.68 3.88 0.416
H 1.66 -0.89 2.36 0.217
```

Values from the calculation:
net charge	0
lowest unoccupied orbital energy	0.8	eV
energy above the lowest of the compared OMol25 structures with the same formula, charge and spin	276.32	kJ/mol
SMILES string	CCc1c[nH]cn1.Cc1ccccc1
spin multiplicity	1
HOMO level	-7.9	eV
E	-15681.235	eV
HOMO-LUMO gap	8.7	eV
molar mass	188.3	g mol⁻¹



Repeat the first record exactly.
DFT (ωB97M-V/def2-TZVPD) results for a structure of composition C12H16BO2PdS3.

```
35
Properties=species:S:1:pos:R:3:lowdin_spin:R:1
Pd -0.25 -1.29 0.28 0.622
S -2.14 0.05 0.05 0.083
S -0.04 -1.16 -2.26 0.174
S 1.89 -2.30 -0.05 0.810
O -0.37 1.48 1.55 0.003
O 0.81 1.35 -0.43 0.006
C 1.27 4.77 1.79 0.001
C 0.37 2.64 1.38 0.002
C 0.21 -2.96 -2.21 0.009
C -2.66 -0.98 -1.37 0.010
C 1.91 3.58 -0.23 0.000
C -1.79 -0.88 -2.60 0.015
C -0.88 -1.61 2.67 0.015
C 1.08 2.57 0.20 0.000
C 1.60 -3.16 -1.61 0.087
C 1.99 4.69 0.60 0.000
C -0.46 -2.84 2.30 0.094
C 0.44 3.74 2.22 0.000
B -0.06 0.75 0.43 0.013
H -2.75 -2.02 -1.05 0.001
H 1.80 -4.22 -1.41 0.022
H -1.92 -1.32 2.57 -0.001
H 2.39 -2.82 -2.29 0.017
H 2.62 5.52 0.31 0.000
H -2.11 -1.56 -3.39 0.005
H -0.12 3.79 3.14 0.000
H -1.15 -3.57 1.89 0.004
H 0.18 -3.38 -3.21 0.003
H -0.55 -3.45 -1.59 0.001
H 1.36 5.65 2.41 0.000
H 2.46 3.51 -1.16 0.000
H -3.67 -0.64 -1.60 0.001
H -1.81 0.14 -3.01 0.001
H -0.22 -0.92 3.17 -0.001
H 0.55 -3.17 2.51 0.006
```

Values from the calculation:
net charge	+1
lowest unoccupied orbital energy (alpha / beta)	-3.3 / -6.3	eV
energy above the lowest of the compared OMol25 structures with the same formula, charge and spin	176.36	kJ/mol
spin multiplicity	3
HOMO level (alpha / beta)	-11.2 / -11.4	eV
E	-53455.025	eV
HOMO-LUMO gap (alpha / beta)	7.9 / 5.1	eV
molar mass	405.7	g mol⁻¹